*1*
A 2-piece molecular cluster, C2H8N2O2 overall, computed with ωB97M-V/def2-TZVPD.

```
14
Properties=species:S:1:pos:R:3:mulliken_charge:R:1
O 4.79299 1.25451 0.51046 -0.4442
H 5.97993 0.36244 -2.06033 0.3436
N -4.42267 -1.47156 -0.54358 -0.5114
O 5.39283 0.95472 -1.57225 -0.4042
H -5.36862 0.94127 1.09767 0.2215
H -4.15950 -0.87270 -1.31310 0.2035
N -5.45846 -0.05184 1.33347 -0.5912
H -4.36396 -1.86512 1.48005 0.2925
H -3.32583 -0.71768 1.00610 0.4121
H 5.36566 -0.57104 -0.18586 0.2403
H -5.33421 -1.87600 -0.66383 0.2162
H -6.31204 -0.30551 0.84040 0.2300
C 5.24691 0.51850 -0.32512 0.2646
C -4.37056 -0.90903 0.78606 -0.4732
```

As for the HOMO energy: -0.34025 hartree. The spin multiplicity is 1. Its SMILES is O=CO.NCN.

***

*2*
A 2-piece molecular cluster, C2H8N2O2 overall, computed with ωB97M-V/def2-TZVPD.

```
14
Properties=species:S:1:pos:R:3:mulliken_charge:R:1
C 2.12900 -0.17553 -0.58724 0.0319
H -1.33658 2.46569 1.77245 0.3051
H 2.99979 0.13556 0.01433 0.3493
H 0.08364 -1.16100 -1.52377 0.3419
H -2.18351 -0.51458 -0.51759 0.2380
H -1.27222 0.98491 1.38109 0.3913
C -0.16271 -1.00168 -0.48002 -0.4524
H -0.44562 -1.98004 -0.08611 0.3094
H 0.97495 -0.15169 1.09149 0.2249
O 2.22356 -0.27747 -1.79215 -0.5493
N 1.00396 -0.44260 0.12897 -0.1016
H -1.21737 0.59155 -1.15153 0.2261
N -1.29478 -0.05443 -0.36469 -0.6168
O -1.50209 1.58132 2.11478 -0.6976
```

As for the HOMO energy: -0.36938 hartree. The spin multiplicity is 1. Its SMILES is NCNC=O.O.

***

*3*
A 2-piece molecular cluster, C2H8N2O2 overall, computed with ωB97M-V/def2-TZVPD.

```
14
Properties=species:S:1:pos:R:3:mulliken_charge:R:1
C -0.54599 0.31063 -1.01572 0.5844
H 0.19049 -1.91882 0.58140 0.3236
H 1.28477 0.41408 -0.15690 0.2804
O 0.65515 -2.66982 0.96367 -0.6588
H -0.60186 0.24435 -3.06807 0.2249
N 0.33053 0.70234 -0.00971 -0.3070
H 0.55767 -2.65940 1.91712 0.3038
H -1.20501 1.17270 1.23486 0.3072
H 0.86645 0.88668 -2.43286 0.1852
H -0.00270 0.19674 2.06722 0.2171
C -0.13703 0.98648 1.33258 -0.7490
O -1.67000 -0.10508 -0.80897 -0.6033
N -0.06698 0.53810 -2.26918 -0.4026
H 0.34451 1.90101 1.66456 0.2942
```

As for the HOMO energy: -0.35634 hartree. The spin multiplicity is 1. Its SMILES is CNC(N)=O.O.

***

*4*
A 2-piece molecular cluster, C2H8N2O2 overall, computed with ωB97M-V/def2-TZVPD.

```
14
Properties=species:S:1:pos:R:3:mulliken_charge:R:1
C 1.66315 -0.95521 1.50190 0.4572
H 1.57900 0.67850 -3.11387 0.3158
H 1.32496 -1.42802 -0.67295 0.3580
H 1.89582 1.01952 1.81646 0.1992
H 0.15510 0.18693 -2.71953 0.3394
H -0.11211 0.76357 0.67607 0.2805
C 1.35123 -0.56905 0.02486 -0.5894
H 2.10454 0.14869 -0.35308 0.3169
H -0.57819 -0.77367 0.34612 0.2465
O 1.64208 -2.03283 1.94655 -0.5604
O 0.72515 0.37678 -3.49879 -0.6599
H 2.24580 0.01431 3.23302 0.2342
N 1.87312 0.11051 2.28519 -0.3711
N 0.00000 0.00000 0.00000 -0.5670
```

As for the HOMO energy: -0.34961 hartree. The spin multiplicity is 1. Its SMILES is NCC(N)=O.O.

***

Quick one: most stable of them? *3*

***

*1*
One molecule with the formula C2H8N2O2, computed with ωB97M-V/def2-TZVPD.

```
14
Properties=species:S:1:pos:R:3:mulliken_charge:R:1
H 1.46270 -0.19741 -1.62910 0.2233
H -0.39383 -0.67646 1.32990 0.4979
O 1.72240 1.01556 0.40044 -0.5598
N -0.60339 0.51814 0.39607 -0.3161
C -1.69830 0.12196 -0.47220 -0.8310
H -2.63725 0.19064 0.08422 0.3086
C 0.81483 -0.05666 0.28348 0.5635
H 1.48928 -1.62888 -0.77256 0.2400
H -0.62432 1.47009 0.74252 0.2112
N 0.98980 -0.76558 -0.93983 -0.5671
H 2.04007 0.99840 1.31138 0.3281
H -1.73005 0.75968 -1.35554 0.2976
O 0.76699 -0.83440 1.40592 -0.7034
H -1.59891 -0.91508 -0.78472 0.3073
```

As for the HOMO energy: -0.33460 hartree. The spin multiplicity is 1. Its SMILES is CNC(N)(O)O.

***

*2*
A 2-piece molecular cluster, C2H8N2O2 overall, computed with ωB97M-V/def2-TZVPD.

```
14
Properties=species:S:1:pos:R:3:mulliken_charge:R:1
H 1.89721 -0.32644 -1.75766 0.2631
H -2.17981 -0.58563 1.80168 0.2124
N -1.92923 -0.30463 0.85175 -0.5266
C -1.05389 -1.31790 0.28408 -0.7473
H -1.50762 -2.30956 0.35848 0.3462
H 0.00179 1.86234 0.72747 0.3659
H -0.86347 -1.09758 -0.76982 0.2443
O 0.94598 1.12214 -0.87922 -0.1955
N 2.21315 0.54629 -1.33810 -0.4438
C 0.99218 1.46948 0.45026 0.1921
H -0.09731 -1.32839 0.81378 0.2721
O 1.93473 1.38911 1.22518 -0.4695
H 2.45465 1.17640 -2.10147 0.2623
H -2.80837 -0.29564 0.33360 0.2243
```

As for the HOMO energy: -0.35140 hartree. The spin multiplicity is 1. Its SMILES is NOC=O.CN.

***

*3*
A 2-piece molecular cluster, C2H8N2O2 overall, computed with ωB97M-V/def2-TZVPD.

```
14
Properties=species:S:1:pos:R:3:mulliken_charge:R:1
H -0.99324 -1.02602 1.95382 0.2457
H -3.15070 -0.84648 -0.06751 0.3071
H -1.53944 1.04006 -0.58001 0.1914
O 1.67637 -0.32556 0.05856 -0.3911
N -1.99876 -0.89025 1.66420 -0.5037
C -2.05646 -1.04332 0.27863 -0.4235
H 2.71810 0.22238 -1.76149 0.3466
N -1.44284 -0.01224 -0.68087 -0.5018
O 2.07769 1.81094 -0.57602 -0.5611
H -2.27059 -0.00266 1.99092 0.2632
H 1.21694 0.29435 0.70766 0.3075
H -1.57034 -0.23698 -1.72699 0.2017
C 2.29508 0.54854 -0.79133 0.2618
H -1.78373 -2.04159 -0.18393 0.2561
```

As for the HOMO energy: -0.31498 hartree. The spin multiplicity is 1. Its SMILES is O=CO.NCN.

***

Quick one: most stable of them? *1*

***

*1*
A 2-piece molecular cluster, CH4NO3P overall, computed with ωB97M-V/def2-TZVPD.

```
10
Properties=species:S:1:pos:R:3:mulliken_charge:R:1
H 1.09960 0.47306 1.53793 0.4228
H -0.73658 0.63075 -1.73315 0.3973
O -1.38803 0.93718 -1.08623 -0.3796
P -1.16993 0.56876 0.42686 0.4436
O 1.97372 -0.80556 -0.40597 -0.3235
O -1.48955 -2.07073 0.07176 -0.7277
N 1.19162 0.10556 -0.57813 0.0137
C 0.70186 0.79454 0.57061 -0.4183
H 0.82844 1.87297 0.41943 0.3195
H -1.01115 -2.50653 0.77689 0.2522
```

As for the HOMO energy (spin up / spin down): -0.34691 / -0.34088 hartree. The spin multiplicity is 1.

***

*2*
CH4NO3P as an isolated structure, computed with ωB97M-V/def2-TZVPD.

```
10
Properties=species:S:1:pos:R:3:mulliken_charge:R:1
P 0.20521 -0.16378 1.41422 0.8215
H 0.29433 0.10460 -0.26108 0.1824
O 1.52162 -0.76327 1.56016 -0.5399
H -1.73109 -0.69671 1.60598 0.3630
C 0.53473 0.48310 -2.41572 -0.1854
H -1.08837 0.35543 -1.29923 0.2384
O -0.29314 1.14953 1.82205 -0.5409
O -0.99176 -1.20405 1.27536 -0.4116
N -0.07520 0.30412 -1.32673 -0.1367
H 1.62367 0.43104 -2.37501 0.2091
```

As for the HOMO energy (spin up / spin down): -0.34330 / -0.34328 hartree. The spin multiplicity is 1.

***

Quick one: most stable of them? *2*

***

*1*
C2H3O2P as an isolated structure, computed with ωB97M-V/def2-TZVPD.

```
8
Properties=species:S:1:pos:R:3:mulliken_charge:R:1
C -0.43142 -1.06896 0.17312 0.1296
H 0.93234 0.45608 -0.37843 0.2867
P -2.46431 -0.10953 -0.67404 0.3860
C -0.04282 0.25682 -0.03780 -0.7000
H 0.22879 -1.89703 -0.09239 0.3199
O -1.68688 -1.17228 0.52141 -0.3325
O -3.17295 0.98760 -0.06084 -0.4029
H -0.78262 1.00964 0.21808 0.3132
```

As for the HOMO energy: -0.36317 hartree. The spin multiplicity is 1.

***

*2*
A 2-piece molecular cluster, C2H3O2P overall, computed with ωB97M-V/def2-TZVPD.

```
8
Properties=species:S:1:pos:R:3:mulliken_charge:R:1
H -2.66502 -0.17825 -0.19597 0.2368
P 3.11037 -0.56169 0.08444 0.8352
C -0.54063 -0.26445 -0.13637 0.1015
H -1.87262 1.06704 0.92220 0.2725
O 0.67663 0.06249 0.17790 -0.6453
H -0.61476 -1.11647 -0.83283 0.2305
C -1.78099 0.28033 0.19676 -0.8096
O 3.68701 0.71099 -0.21614 -0.2216
```

As for the HOMO energy (spin up / spin down): -0.26986 / -0.26983 hartree. The spin multiplicity is 1.

***

*3*
One molecule with the formula C2H3O2P, computed with ωB97M-V/def2-TZVPD.

```
8
Properties=species:S:1:pos:R:3:mulliken_charge:R:1
H -0.12205 1.59846 -0.89973 0.3298
H 2.24033 -0.05909 -0.27328 0.0909
P 0.88441 -0.53991 -0.02712 0.2496
O -2.50144 0.28727 0.68001 -0.3132
H 0.82238 -1.02704 1.42462 0.0928
C -0.28492 0.73409 -0.24380 -0.5345
C -1.45121 0.53695 0.28139 0.6413
O 0.41251 -1.53075 -0.94209 -0.5567
```

As for the HOMO energy: -0.35603 hartree. The spin multiplicity is 1. Its SMILES is O=C=C[PH2]=O.

***

*4*
One molecule with the formula C2H3O2P, computed with ωB97M-V/def2-TZVPD.

```
8
Properties=species:S:1:pos:R:3:mulliken_charge:R:1
C 1.12338 -0.37298 -0.12018 -0.6817
O -0.14011 2.69329 0.54825 -0.5446
P -0.23013 1.19902 0.42759 0.7877
H -0.79926 0.49974 1.38052 0.0430
H 2.03348 -2.29828 -0.82330 0.3508
H -1.51995 1.35767 -1.41371 0.3652
O -1.26677 0.78355 -0.62431 -0.4545
C 1.66910 -1.34139 -0.51145 0.1340
```

As for the HOMO energy: -0.39628 hartree. The spin multiplicity is 1. Its SMILES is C#C[P@@H](=O)O.

***

Quick one: most stable of them? *1*